Density functional theory data (wB97M-V/def2-TZVPD) for a structure of composition C23H39AlBr2CaF11IMgN5O10P2 in a non-equilibrium geometry.

```
96
Properties=species:S:1:pos:R:3:mulliken_charge:R:1
H -1.544 7.051 0.721 0.216
F 1.588 -1.572 7.381 -0.389
H 5.554 0.907 -3.226 0.468
O 5.341 -1.032 -1.431 -0.333
C -3.948 -4.435 3.796 0.131
N 0.562 0.533 -1.305 0.799
Al 2.726 -1.738 6.112 0.570
H -5.637 -4.939 5.943 0.340
H -1.333 1.186 -2.095 0.425
H -2.511 6.702 -3.173 0.209
C -5.263 -4.043 3.277 0.145
F 5.045 3.596 -0.507 -0.147
H 1.775 5.538 -3.194 0.371
I 6.566 0.401 0.764 0.156
H 3.408 -0.480 -2.917 0.695
O -6.217 3.814 0.184 -0.600
C 2.705 0.326 -2.618 -0.470
C 5.673 0.079 -1.178 -0.232
H 1.439 6.097 -0.699 0.394
H -0.425 -7.924 -3.464 0.372
H 6.147 2.088 -2.044 0.540
C 1.889 3.389 -2.857 -0.354
N -1.983 7.427 -0.100 -0.400
F 1.873 -1.736 4.586 -0.348
C -6.192 -3.529 4.381 -0.409
H 9.837 0.074 2.361 0.302
H 0.290 4.737 -2.417 0.286
F 6.532 -3.393 -1.837 -0.333
C 5.442 1.255 -2.177 -0.259
H -0.614 -6.834 -1.105 0.343
C -5.131 1.947 1.117 -1.031
H 0.668 -0.360 0.658 -0.316
F 8.764 -1.722 -0.993 -0.268
C -6.468 -0.134 1.139 0.991
P 8.145 -3.043 -1.754 0.956
H -0.123 1.199 0.566 0.223
C -7.599 0.557 0.542 -0.941
C -7.511 1.860 0.237 0.281
C -5.227 0.652 1.421 0.421
H -8.214 3.439 -0.432 0.352
Br -0.976 -5.102 -2.834 -0.162
O 2.706 1.327 0.650 -0.447
H 9.595 -0.510 0.974 0.270
C -1.290 -7.951 -2.808 -0.603
H -1.280 -8.878 -2.236 0.358
O 1.901 -1.436 -1.277 -0.795
H -2.999 8.116 -2.308 0.165
H -4.554 -0.936 2.107 0.261
H 2.236 0.705 -3.548 0.572
C -1.925 6.679 -1.233 0.697
N -2.535 7.227 -2.319 -0.413
O 3.961 3.102 0.526 -0.040
C -0.460 0.576 -2.378 -1.124
F 3.824 -0.416 6.111 -0.405
H -1.018 -0.207 -0.023 0.331
C -1.371 -6.765 -1.885 -0.574
O -6.486 -1.321 1.423 -0.520
C -0.010 0.238 0.025 -0.443
O -8.528 2.523 -0.309 -0.540
H -2.436 8.319 -0.044 0.169
N -2.921 -4.748 4.203 -0.421
C 1.410 4.816 -2.447 -0.568
H -7.117 -3.179 3.920 0.334
H -5.740 -2.669 4.881 0.298
H 1.599 3.159 -3.898 0.477
C 1.857 5.122 -0.992 -0.896
H -0.016 1.083 -3.258 0.361
H 1.455 4.347 -0.306 0.066
Mg -1.948 -3.030 0.751 0.499
H -8.496 -0.019 0.360 0.467
H -4.238 2.524 1.314 0.494
Ca 1.609 -2.042 1.052 1.415
H 1.372 2.693 -2.166 -0.048
H -0.759 -0.432 -2.719 0.384
H -7.216 -4.192 6.161 0.364
N 3.376 3.184 -2.680 -0.248
F 8.314 -3.955 -3.100 -0.332
F 3.576 -3.220 6.253 -0.399
H 3.747 3.051 -3.627 0.477
F 7.815 -1.795 -2.799 -0.339
C -6.529 -4.595 5.417 -1.296
F 9.624 -3.700 -1.551 -0.309
H 2.957 5.138 -0.933 0.329
H -5.129 -3.255 2.528 -0.156
O 10.254 -0.461 1.678 -0.592
C -6.258 2.642 0.493 0.924
O -1.364 5.588 -1.274 -0.650
P 3.691 1.709 -1.897 0.208
O -4.219 -0.026 1.996 -0.564
F 7.801 -3.628 -0.260 -0.332
Br -2.864 -8.068 -3.943 -0.113
H -2.349 -6.644 -1.428 0.371
H -5.723 -4.890 2.765 0.343
H -7.006 -5.459 4.949 0.338
C 1.673 -0.281 -1.656 -0.309
C 3.380 2.006 -0.064 0.508
```

Values from the calculation:
* strongest force on any atom: 3.8 eV Å⁻¹
* LUMO level: -0.2445 Ha
* 2S+1: 1
* E_HOMO: -11.6 eV
* electronic energy: -279542.3209 eV
* HOMO-LUMO gap: 4.9453 eV
* net charge: +1